DFT (the ωB97M-V functional and the def2-TZVPD basis) results for an isolated molecule of C6H11N in a non-equilibrium geometry.

CARTESIAN COORDINATES (ANGSTROEM)
C -1.503 0.528 -2.271
N -1.187 0.164 -1.086
C 0.077 0.590 -0.645
C 1.115 0.696 -1.554
C 0.152 0.494 0.802
C 0.427 -1.032 1.322
C 0.757 -1.246 2.843
H -2.630 0.554 -2.515
H -0.975 1.483 -2.773
H 0.856 0.484 -2.614
H 2.130 1.256 -1.383
H 0.982 1.049 1.343
H -0.835 0.814 1.128
H -0.651 -1.496 1.121
H 1.238 -1.507 0.701
H -0.168 -0.807 3.388
H 1.641 -0.795 3.132
H 0.573 -2.361 3.089

Results
F_max: 5.5 eV/A
orbital gap: 0.333 Ha
charge: 0
ΔE to the lowest compared entry with this formula, charge and spin: 77.1 kcal per mole
SMILES: C=NC(=C)CCC
E_HOMO: -8.88 eV